The following is a DFT calculation (the ωB97M-V functional and the def2-TZVPD basis) of a gas-phase ion, C3H2NO2S (charge -1) in a non-equilibrium geometry.

Calculated values
- spin multiplicity = 1
- total charge = -1
- DFT total energy (Eh) = -718.79495
- gap between HOMO and LUMO (alpha / beta) (hartree) = 0.23239 / 0.27161
- ΔE to the lowest compared entry with this formula, charge and spin (kJ/mol) = 559.5
- M (g mol⁻¹) = 116.12

Last columns: bonded neighbours and bond lengths (Å).
Cartesian coordinates (Å):
1 S -0.85 -1.62 -0.39  O2 1.481, O3 1.485, C5 1.812, C6 1.820
2 O -1.35 -2.01 0.96  S1 1.481
3 O -1.72 -1.85 -1.57  S1 1.485
4 N 2.94 -2.62 0.51  C7 1.213
5 C 0.62 -2.67 -0.41  S1 1.812, C7 1.302
6 C -0.58 0.18 -0.50  S1 1.820, H8 1.062, H9 1.129
7 C 1.77 -2.51 0.18  N4 1.213, C5 1.302
8 H 0.23 0.79 -0.21  C6 1.062
9 H -1.15 0.68 -1.35  C6 1.129